No. 1
DFT (wB97M-V/def2-TZVPD) results for the molecule C3H4Cl2N2O at a distorted geometry.

Structure (XYZ):
```
12
Properties=species:S:1:pos:R:3:nbo_charge:R:1
H -0.662 -2.335 -0.084 0.35
N -1.199 -1.492 0.069 -0.61
C -0.376 -0.561 0.168 0.37
N 1.073 -0.595 -0.028 -0.35
O 1.536 -1.956 0.009 -0.57
C -0.957 0.898 0.170 -0.09
Cl -2.672 1.136 0.666 0.01
C -0.222 1.930 -0.139 -0.24
Cl -0.546 3.622 -0.271 0.04
H 1.454 -0.090 0.791 0.37
H 1.681 -2.297 -1.035 0.48
H 0.889 1.739 -0.315 0.23
```

Properties
calculated total energy: -33245.24191 eV
HOMO energy: -9.79 eV
ΔE to the lowest compared entry with this formula, charge and spin: 1.0148 eV
structure (SMILES): [H]/N=C(NO)/C(Cl)=C/Cl
net charge: 0
gap between HOMO and LUMO: 10.1179 eV
max |F|: 4.6 eV Å⁻¹


No. 2
DFT (wB97M-V/def2-TZVPD) results for a structure of composition C3H4Cl2O4S2 at a distorted geometry.

Structure (XYZ):
```
15
Properties=species:S:1:pos:R:3:nbo_charge:R:1
C 2.620 0.552 -0.563 -0.26
C 1.370 0.140 -0.532 -0.26
C 0.705 -0.463 0.603 -0.48
O -1.821 -0.588 -0.356 -0.88
O -1.326 -1.548 1.959 -0.84
O -1.400 1.285 1.101 -0.90
O -1.420 1.623 -1.351 -0.89
S -0.701 -1.298 0.693 1.76
S -1.851 0.965 -0.197 2.30
Cl -0.632 -2.974 -0.317 -0.30
Cl -3.764 1.149 -0.246 -0.16
H 3.183 1.031 -1.326 0.22
H 3.317 0.093 0.186 0.19
H 0.542 0.462 -1.263 0.24
H 1.179 -0.430 1.610 0.26
```

Properties
calculated total energy: -58073.19014 eV
HOMO energy (alpha / beta): -5.46 / -11.35 eV
2S+1: 3
net charge: 0
gap between HOMO and LUMO (alpha / beta): 5.5519 / 8.4926 eV
max |F|: 6.8 eV Å⁻¹


No. 3
DFT (wB97M-V/def2-TZVPD) results for the molecule C3H4Cl2OS at a distorted geometry.

Structure (XYZ):
```
11
Properties=species:S:1:pos:R:3:nbo_charge:R:1
C -1.073 0.330 3.302 0.35
C -0.370 -1.455 0.057 -0.76
C -0.515 0.789 1.850 -0.57
O -2.121 0.653 3.796 -0.57
S -1.385 0.028 0.411 0.65
Cl -0.027 -0.773 4.200 -0.10
Cl -0.873 2.494 1.872 0.03
H -1.017 -2.225 -0.051 0.24
H 0.217 -1.436 0.982 0.23
H 0.116 -1.343 -0.884 0.26
H 0.499 0.611 1.593 0.24
```

Properties
calculated total energy: -41098.22879 eV
HOMO energy (alpha / beta): -5.18 / -9.85 eV
2S+1: 3
net charge: 0
gap between HOMO and LUMO (alpha / beta): 5.3981 / 6.0069 eV
max |F|: 5.1 eV Å⁻¹


No. 4
DFT (wB97M-V/def2-TZVPD) results for the molecule C3H4Cl2S at a distorted geometry.

Structure (XYZ):
```
10
Properties=species:S:1:pos:R:3:nbo_charge:R:1
C 1.960 -0.148 -0.044 -0.77
S 0.550 0.935 0.067 0.30
C -0.819 -0.131 0.044 -0.40
C -2.052 0.363 0.052 -0.18
Cl -2.511 1.974 -0.005 0.07
Cl -3.411 -0.646 0.011 0.04
H 1.719 -1.154 -0.501 0.23
H 2.742 0.393 -0.657 0.24
H 2.436 -0.340 0.919 0.22
H -0.614 -1.247 0.114 0.25
```

Properties
calculated total energy: -39055.02514 eV
HOMO energy: -8.22 eV
ΔE to the lowest compared entry with this formula, charge and spin: 0.3527 eV
structure (SMILES): CSC=C(Cl)Cl
net charge: 0
gap between HOMO and LUMO: 9.0144 eV
max |F|: 1.7 eV Å⁻¹


No. 5
DFT (wB97M-V/def2-TZVPD) results for a cluster of 2 separate species, C3H4Cl2Si in total at a distorted geometry.

Structure (XYZ):
```
10
Properties=species:S:1:pos:R:3:nbo_charge:R:1
C 2.911 0.710 -1.156 -0.44
C 2.016 0.301 -0.475 -0.33
C -1.549 -0.003 -0.165 -0.68
Si -0.280 -0.570 1.165 1.28
Cl -2.428 1.420 0.429 0.00
Cl -2.714 -1.336 -0.465 -0.01
H 3.695 1.036 -1.784 0.22
H -1.131 0.260 -1.132 0.27
H -0.421 0.192 2.386 -0.16
H -0.099 -2.009 1.197 -0.15
```

Properties
calculated total energy: -36092.73816 eV
HOMO energy: -9.44 eV
ΔE to the lowest compared entry with this formula, charge and spin: 6.3815 eV
net charge: 0
gap between HOMO and LUMO: 7.9370 eV
max |F|: 4.3 eV Å⁻¹


No. 6
DFT (wB97M-V/def2-TZVPD) results for the molecule C3H4ClF at a distorted geometry.

Structure (XYZ):
```
9
Properties=species:S:1:pos:R:3:nbo_charge:R:1
F 1.904 -0.007 -1.884 -0.33
C 1.261 -0.025 -0.725 0.25
C 0.233 -0.759 -0.487 -0.32
C -0.292 -0.623 0.928 -0.40
Cl -1.522 0.661 1.002 -0.05
H 1.703 0.693 -0.017 0.17
H -0.158 -1.510 -1.293 0.24
H -0.673 -1.488 1.386 0.22
H 0.652 -0.433 1.557 0.22
```

Properties
calculated total energy: -18414.55542 eV
HOMO energy: -10.08 eV
ΔE to the lowest compared entry with this formula, charge and spin: 0.5184 eV
structure (SMILES): F/C=C/CCl
net charge: 0
gap between HOMO and LUMO: 11.1421 eV
max |F|: 3.6 eV Å⁻¹